{
  "formula": "C5H8O2",
  "method": "ωB97M-V/def2-TZVPD",
  "elements": ["C", "C", "C", "O", "C", "C", "O", "H", "H", "H", "H", "H", "H", "H", "H"],
  "xyz": [[2.45597, -0.65660, -0.23163], [1.48652, -0.28997, 0.54375], [0.27124, 0.41753, 0.02122], [-0.09657, 1.58631, 0.63475], [-1.03444, -0.54153, 0.18944], [-2.32898, 0.18658, -0.27220], [-1.21364, -1.69882, 0.66625], [3.23107, -1.23745, 0.26271], [2.66019, -0.65918, -1.29399], [1.56364, -0.73280, 1.60623], [0.17714, 0.59796, -1.07116], [0.49711, 2.32051, 0.26889], [-2.41599, 1.22222, 0.13523], [-3.11574, -0.61404, -0.04265], [-2.13754, 0.09930, -1.41683]],
  "atomic_forces_ev_per_a": [[2.643, -1.804, -0.440], [-1.217, -0.009, 1.320], [-1.864, -3.080, -0.344], [1.213, 3.001, 0.276], [-2.109, -1.683, 2.058], [0.891, -2.142, -1.242], [2.214, 3.832, -1.719], [0.124, -0.017, -0.040], [-0.714, 0.858, -0.194], [-0.686, 1.408, -1.587], [1.113, -0.506, 0.214], [-1.274, -1.507, 0.933], [-0.209, -1.044, -0.633], [0.678, 1.815, -0.167], [-0.804, 0.877, 1.565]],
  "orbital_gap_ha": 0.364,
  "de_lowest_kj_mol": 256.6,
  "homo_energy_ev": -9.37,
  "smiles": "C=C[C@H](O)C(C)=O",
  "mol_weight_g_mol": 100.12,
  "energy_ev": -9407.173
}